This record from the OMol25 dataset describes a gas-phase ion, C24H24NOS (charge +1) in a non-equilibrium geometry. The level of theory is ωB97M-V/def2-TZVPD.

total charge: +1
HOMO level: -10.442 eV
ΔE to the lowest compared entry with this formula, charge and spin: 0.00 kJ/mol
energy: -1456.86909 Eh
HOMO-LUMO gap: 6.43 eV

Element x y z (Å)
C 3.172 -3.126 0.725
S 3.005 -1.890 -0.593
C 2.621 -2.887 -2.047
C 1.283 -0.963 -0.113
C 0.189 -1.134 -1.135
C -1.166 -1.670 -0.760
C -1.362 -3.046 -0.539
C -2.651 -3.577 -0.506
C -3.770 -2.735 -0.642
C -3.579 -1.357 -0.837
C -2.285 -0.843 -0.925
O 0.377 -0.767 -2.296
H 4.207 -3.073 1.093
H 2.477 -2.866 1.529
H 2.961 -4.125 0.319
H 3.546 -2.942 -2.647
H 2.308 -3.884 -1.720
H 1.848 -2.384 -2.627
H 0.993 -1.428 0.848
H -0.488 -3.680 -0.415
H -2.781 -4.652 -0.388
H -4.778 -3.155 -0.639
H -4.430 -0.689 -0.948
H -2.129 0.218 -1.117
C 2.556 0.987 -1.147
C 1.764 0.455 0.042
N 0.620 1.304 0.406
C 0.203 1.454 1.726
C 0.794 0.926 2.867
C 0.301 1.353 4.109
C -0.762 2.267 4.178
C -1.361 2.781 3.018
C -0.854 2.396 1.776
C -1.103 2.810 0.417
C -0.159 2.125 -0.408
C -0.160 2.294 -1.783
C -1.087 3.177 -2.350
C -2.009 3.860 -1.549
C -2.037 3.667 -0.162
H 3.606 0.699 -1.017
H 2.183 0.540 -2.074
H 2.503 2.078 -1.223
H 2.430 0.478 0.913
H 1.623 0.224 2.764
H 0.746 0.967 5.029
H -1.122 2.586 5.156
H -2.198 3.481 3.050
H 0.523 1.725 -2.401
H -1.094 3.320 -3.432
H -2.715 4.545 -2.016
H -2.759 4.157 0.490

This record from the OMol25 dataset describes a molecular structure, C24H25BCoF2NPS2. The level of theory is ωB97M-V/def2-TZVPD.

total charge: -1
HOMO level: -5.271 eV
ΔE to the lowest compared entry with this formula, charge and spin: 7.77 kJ/mol
energy: -3729.58668 Eh
HOMO-LUMO gap: 7.84 eV

Element x y z (Å)
Co -0.446 0.328 1.377
S -1.177 0.253 -1.205
P -1.000 -1.647 -0.692
S -1.144 -1.929 1.281
C -2.181 -2.732 -1.564
C -2.306 -4.064 -1.176
C -3.177 -4.906 -1.848
C -3.931 -4.422 -2.912
C -3.811 -3.096 -3.297
C -2.937 -2.250 -2.624
C 0.605 -2.308 -1.269
C 1.088 -1.927 -2.519
C 2.294 -2.427 -2.985
C 3.031 -3.308 -2.202
C 2.558 -3.684 -0.953
C 1.347 -3.186 -0.487
H -1.730 -4.432 -0.336
H -3.272 -5.940 -1.541
H -4.613 -5.080 -3.435
H -4.402 -2.714 -4.120
H -2.841 -1.208 -2.904
H 0.523 -1.217 -3.110
H 2.666 -2.121 -3.954
H 3.978 -3.690 -2.561
H 3.135 -4.357 -0.333
H 0.983 -3.453 0.497
C 1.448 0.305 0.885
C 2.204 1.569 0.780
C 3.074 1.999 1.781
C 3.768 3.190 1.671
C 3.605 3.990 0.542
C 2.735 3.578 -0.468
C 2.050 2.388 -0.343
C 4.332 5.218 0.416
N 4.922 6.201 0.312
H 2.026 -0.458 1.414
H 1.277 -0.090 -0.122
H 3.196 1.391 2.667
H 4.439 3.510 2.457
H 2.604 4.200 -1.345
H 1.366 2.071 -1.121
F 0.730 1.227 3.821
B 0.288 0.187 3.080
F 0.542 -0.988 3.694
C -3.126 1.720 1.829
C -1.930 2.569 2.259
C -2.274 4.056 2.173
C -0.696 2.221 1.433
H -4.022 1.981 2.403
H -2.946 0.645 1.969
H -3.342 1.871 0.768
H -1.704 2.337 3.306
H -2.511 4.328 1.140
H -1.429 4.671 2.492
H -3.139 4.312 2.795
H 0.148 2.814 1.791
H -0.876 2.504 0.391

This record from the OMol25 dataset describes a molecular structure, C24H25BF4N6O2ReS4 in a non-equilibrium geometry. The level of theory is ωB97M-V/def2-TZVPD.

HOMO level (spin up / spin down): -7.682 / -7.813 eV
ΔE to the lowest compared entry with this formula, charge and spin: 25.23 kJ/mol
spin multiplicity: 2
energy: -3504.20851 Eh
HOMO-LUMO gap (spin up / spin down): 5.99 / 6.99 eV

Element x y z (Å)
Re 0.670 1.306 -0.447
C 3.552 3.750 -2.530
C 2.928 2.892 -1.478
O 1.667 2.852 -1.445
C 3.798 2.206 -0.576
C 3.426 1.670 0.622
C 4.417 1.161 1.616
N 2.094 1.621 0.938
N 1.737 1.940 2.203
C 0.474 2.265 2.210
O -0.232 2.223 1.108
C -0.167 2.778 3.435
C 0.560 2.887 4.619
C -0.021 3.458 5.738
C -1.329 3.923 5.687
C -2.062 3.798 4.516
C -1.484 3.227 3.393
H 4.047 3.090 -3.245
H 4.302 4.410 -2.095
H 2.789 4.329 -3.042
H 4.850 2.215 -0.821
H 4.448 0.072 1.528
H 4.105 1.413 2.627
H 5.410 1.556 1.418
H 1.578 2.525 4.643
H 0.551 3.552 6.652
H -1.770 4.395 6.555
H -3.083 4.156 4.475
H -2.043 3.147 2.470
F 2.589 -1.428 -3.238
B 2.982 -0.461 -2.372
F 1.667 0.224 -1.901
F 3.544 -0.924 -1.203
F 3.713 0.548 -2.965
C -2.094 -3.214 0.768
N -2.466 -1.831 0.976
C -3.818 -1.477 1.418
C -3.780 0.059 1.430
N -2.348 0.320 1.336
C -1.667 -0.767 0.985
S 0.012 -0.820 0.631
H -2.714 -3.646 -0.019
H -2.237 -3.781 1.691
H -1.049 -3.270 0.477
H -3.994 -1.893 2.414
H -4.554 -1.882 0.724
H -4.203 0.484 2.338
H -4.297 0.483 0.570
H -1.929 1.236 1.249
S -4.200 -3.438 -2.279
C -3.149 -2.162 -2.384
S -3.594 -0.505 -2.090
C -1.901 -0.034 -2.149
N -1.124 -1.001 -2.472
N -1.817 -2.173 -2.633
C -1.050 -3.292 -3.094
C -1.537 -4.109 -4.102
C -0.735 -5.130 -4.584
C 0.542 -5.323 -4.073
C 1.020 -4.490 -3.073
C 0.223 -3.470 -2.576
S -1.406 1.572 -1.713
H -2.529 -3.950 -4.499
H -1.102 -5.765 -5.379
H 1.170 -6.111 -4.467
H 2.025 -4.611 -2.693
H 0.596 -2.790 -1.822

This record from the OMol25 dataset describes a molecular structure, C24H25BrCl2N5O4RuS. The level of theory is ωB97M-V/def2-TZVPD.

total charge: +3
HOMO level (spin up / spin down): -16.239 / -16.234 eV
ΔE to the lowest compared entry with this formula, charge and spin: 53.09 kJ/mol
spin multiplicity: 5
energy: -5490.74736 Eh
HOMO-LUMO gap (spin up / spin down): 7.27 / 3.98 eV

Element x y z (Å)
Ru -0.371 0.914 -0.189
C -0.366 -6.916 -1.532
C 0.058 -5.562 -1.176
C 1.453 -5.220 -1.195
C 1.865 -3.960 -0.876
C 0.898 -2.990 -0.522
C -0.483 -3.301 -0.472
C -0.892 -4.562 -0.779
S 1.549 -1.352 -0.184
O 2.812 -1.605 0.419
O 1.418 -0.633 -1.431
N 0.503 -0.580 0.780
C 0.739 -0.387 2.177
C 1.328 -1.253 3.058
C 1.496 -0.871 4.408
C 1.096 0.359 4.855
C 0.496 1.277 3.956
C 0.116 2.592 4.294
C -0.393 3.432 3.331
C -0.553 2.960 2.028
N -0.237 1.716 1.687
C 0.310 0.875 2.624
H -0.133 -7.568 -0.671
H 0.231 -7.324 -2.352
H -1.430 -7.002 -1.733
H 2.168 -5.986 -1.467
H 2.913 -3.696 -0.877
H -1.189 -2.539 -0.169
H -1.938 -4.838 -0.738
H 1.684 -2.222 2.734
H 1.964 -1.567 5.090
H 1.247 0.649 5.886
H 0.250 2.941 5.311
H -0.665 4.452 3.560
H -0.932 3.597 1.239
C -4.482 4.157 -1.639
O -3.070 3.809 -1.612
C -2.638 2.759 -0.992
O -1.409 2.540 -0.998
N -3.497 1.945 -0.344
N -2.978 0.804 0.287
H -4.530 5.072 -2.219
H -4.838 4.341 -0.627
H -5.048 3.374 -2.143
H -4.495 2.096 -0.372
H -3.392 -0.026 -0.129
H -3.211 0.827 1.275
Br 5.234 2.493 0.927
C 3.795 2.576 -0.263
C 3.949 3.050 -1.559
C 2.839 3.087 -2.387
C 1.622 2.645 -1.904
N 1.479 2.190 -0.653
C 2.545 2.154 0.153
H 4.916 3.385 -1.908
H 2.915 3.460 -3.398
H 0.729 2.673 -2.516
H 2.402 1.787 1.162
Cl -0.051 -2.281 -3.747
C -1.218 -1.020 -3.991
Cl -1.513 0.037 -2.516
H -2.192 -1.438 -4.212
H -0.876 -0.326 -4.751

This record from the OMol25 dataset describes a molecular structure, C24H25ClF3MoN4O3S6 in a non-equilibrium geometry. The level of theory is ωB97M-V/def2-TZVPD.

total charge: -1
HOMO level (spin up / spin down): -4.490 / -4.417 eV
energy: -4591.50307 Eh
HOMO-LUMO gap (spin up / spin down): 6.18 / 6.06 eV

Element x y z (Å)
Mo -0.364 0.689 -0.295
C -2.614 -3.058 0.798
C -1.601 -3.841 -0.018
S -0.471 -2.728 -0.935
C 1.186 -3.413 -0.549
C 1.554 -3.456 0.919
S 1.375 -1.810 1.726
C 0.487 -2.322 3.237
C -0.925 -2.857 3.054
S -1.916 -1.796 1.924
H -3.246 -2.464 0.136
H -3.242 -3.739 1.374
H -0.993 -4.497 0.602
H -2.121 -4.444 -0.765
H 1.255 -4.412 -0.987
H 1.859 -2.734 -1.075
H 0.936 -4.158 1.473
H 2.598 -3.758 1.013
H 1.111 -3.058 3.750
H 0.466 -1.408 3.825
H -0.931 -3.872 2.659
H -1.424 -2.856 4.024
S -1.496 2.820 -0.115
C -2.987 1.916 -0.014
S -2.837 0.228 -0.268
C -4.185 2.545 0.243
C -5.377 1.833 0.426
N -6.379 1.285 0.568
C -4.262 3.938 0.371
N -4.356 5.083 0.436
C 2.370 2.336 1.631
C 3.170 2.137 0.386
C 4.421 2.698 0.233
C 5.161 2.517 -0.926
C 4.636 1.744 -1.949
C 3.385 1.169 -1.845
C 2.824 0.353 -2.968
C 2.607 1.372 -0.675
N 1.365 0.938 -0.538
H 2.964 2.811 2.409
H 1.997 1.377 1.998
H 1.498 2.964 1.434
H 4.824 3.296 1.039
H 6.137 2.972 -1.027
H 5.208 1.595 -2.855
H 3.516 0.330 -3.806
H 1.877 0.780 -3.298
H 2.637 -0.668 -2.636
Cl -3.074 2.508 -4.952
C -2.051 1.309 -4.255
C -1.812 0.109 -4.937
C -0.933 -0.771 -4.312
C -0.385 -0.455 -3.092
N -0.692 0.669 -2.378
C -1.489 1.556 -3.029
H -2.273 -0.105 -5.885
H -0.669 -1.705 -4.788
H 0.337 -1.116 -2.633
H -1.679 2.493 -2.521
F -1.263 -0.021 4.728
C -0.667 1.130 4.373
F -1.001 2.039 5.294
F 0.658 0.921 4.493
S -1.144 1.727 2.638
O -0.526 3.013 2.620
O -2.568 1.633 2.657
O -0.470 0.691 1.834

This record from the OMol25 dataset describes a molecular structure, C24H25EuN3O3 in a non-equilibrium geometry. The level of theory is ωB97M-V/def2-TZVPD.

total charge: +2
HOMO level (spin up / spin down): -11.675 / -10.643 eV
spin multiplicity: 8
energy: -2028.91609 Eh
HOMO-LUMO gap (spin up / spin down): 3.58 / 2.53 eV

Element x y z (Å)
C -1.678 -1.272 -5.465
C -1.150 -2.541 -5.162
H -0.987 -0.300 -5.479
H -2.652 -0.828 -4.968
C -0.608 -3.440 -4.348
C -0.092 -3.388 -3.030
H 0.162 -2.362 -2.759
H -0.781 -3.636 -2.163
C -1.427 -2.950 -6.588
H -1.747 -2.164 -7.263
H -2.246 -3.645 -6.584
H -0.515 -3.334 -6.993
C -0.644 -4.816 -4.948
H 0.135 -4.734 -5.705
H -1.629 -4.963 -5.392
H -0.439 -5.614 -4.251
Eu 1.139 0.235 1.433
O -0.786 0.658 0.181
C -1.831 0.172 -0.183
O -0.471 -1.314 2.107
C -1.586 -1.601 1.597
O -2.297 -2.541 2.185
N -2.204 -1.078 0.462
C -3.555 -2.641 1.511
C -3.318 -1.980 0.173
H -4.311 -2.076 2.105
H -3.852 -3.707 1.496
H -4.161 -1.449 -0.230
H -2.983 -2.761 -0.535
C -2.220 0.629 -1.450
C -1.389 1.381 -2.333
H -2.770 -0.223 -2.029
H -0.697 0.471 -2.576
H -1.656 1.355 -3.532
C 1.703 4.942 0.784
C 1.412 3.567 0.668
N 1.699 2.683 1.642
C 2.253 3.108 2.812
C 2.589 4.482 3.003
C 2.300 5.398 1.976
C 3.194 4.874 4.235
C 3.430 3.958 5.250
C 3.054 2.587 5.124
C 3.233 1.643 6.155
C 2.806 0.332 5.963
C 2.242 -0.028 4.728
N 2.064 0.860 3.729
C 2.459 2.151 3.893
H 1.467 5.605 -0.017
H 0.925 3.160 -0.218
H 2.529 6.444 2.113
H 3.467 5.916 4.363
H 3.899 4.285 6.174
H 3.696 1.957 7.085
H 2.902 -0.416 6.743
H 1.921 -1.050 4.511

This record from the OMol25 dataset describes a molecular structure, C24H25HfN4O6S2Te in a non-equilibrium geometry. The level of theory is ωB97M-V/def2-TZVPD.

total charge: +1
HOMO level: -10.984 eV
ΔE to the lowest compared entry with this formula, charge and spin: 109.87 kJ/mol
energy: -2712.25820 Eh
HOMO-LUMO gap: 7.88 eV

Element x y z (Å)
Hf -1.332 1.053 0.733
O 2.086 -0.086 5.133
C 1.685 0.674 4.309
C 2.112 0.716 2.828
O 3.179 0.423 2.376
C 0.877 1.110 2.118
C -0.115 1.479 3.008
O -1.384 1.668 2.627
C 0.427 1.564 4.393
O 0.016 2.199 5.317
O 0.630 1.005 0.784
Te -1.670 2.576 -1.741
C -1.700 3.421 0.207
C -2.909 3.554 0.924
C -2.907 4.176 2.163
C -1.726 4.682 2.690
C -0.529 4.564 1.988
C -0.503 3.924 0.761
H -3.837 3.226 0.489
H -3.834 4.272 2.716
H -1.736 5.171 3.657
H 0.385 4.985 2.394
H 0.416 3.851 0.203
N 0.527 -2.453 3.275
C 0.200 -1.946 2.095
S -1.403 -1.303 1.910
N 1.063 -1.971 1.095
C 2.383 -2.537 1.065
C 2.659 -3.778 1.621
C 3.956 -4.278 1.558
C 4.958 -3.552 0.929
C 4.657 -2.328 0.342
C 3.369 -1.821 0.407
H -0.138 -2.379 4.026
H 1.482 -2.702 3.491
H 0.783 -1.447 0.281
H 1.870 -4.377 2.063
H 4.176 -5.243 2.001
H 5.971 -3.941 0.890
H 5.433 -1.756 -0.157
H 3.132 -0.851 -0.023
C -3.246 -2.212 -2.969
N -2.165 -1.433 -3.622
C -2.038 -1.700 -5.069
C -1.261 -0.737 -2.935
S -1.117 -1.049 -1.232
N -0.487 0.184 -3.559
C 0.881 0.500 -3.120
C -0.937 0.971 -4.723
H -4.046 -2.335 -3.697
H -3.631 -1.683 -2.109
H -2.881 -3.190 -2.660
H -2.174 -2.769 -5.219
H -1.054 -1.429 -5.427
H -2.800 -1.175 -5.645
H 1.066 0.097 -2.136
H 1.014 1.577 -3.092
H 1.595 0.073 -3.828
H -1.994 0.818 -4.907
H -0.366 0.741 -5.625
H -0.785 2.024 -4.489
O -3.208 0.650 0.178
C -3.077 0.534 -1.060

This record from the OMol25 dataset describes C24H25N3O6 in the gas phase. The level of theory is ωB97M-V/def2-TZVPD.

HOMO level: -7.497 eV
ΔE to the lowest compared entry with this formula, charge and spin: 113.93 kJ/mol
energy: -1545.32057 Eh
HOMO-LUMO gap: 7.82 eV
SMILES: COC(=O)c1cc(C(=O)OC)cc(N2C(=O)C[C@H](N3CCN(c4ccccc4)CC3)C2=O)c1

Element x y z (Å)
C -5.054 -3.491 0.855
H -4.422 -4.325 0.542
H -5.326 -3.633 1.903
H -5.944 -3.431 0.234
O -4.367 -2.261 0.685
C -3.214 -2.139 1.352
O -2.764 -3.002 2.064
C -2.557 -0.827 1.105
C -3.226 0.222 0.492
C -2.560 1.421 0.268
C -1.229 1.568 0.642
C -0.571 0.517 1.269
C -1.236 -0.677 1.512
H -0.746 -1.509 1.992
N 0.790 0.665 1.638
C 1.720 -0.366 1.573
O 1.473 -1.517 1.339
C 3.106 0.241 1.829
N 3.929 0.395 0.645
C 3.424 1.265 -0.416
H 4.134 2.092 -0.556
C 3.264 0.497 -1.740
N 2.701 -0.805 -1.501
C 1.351 -1.069 -1.604
C 0.877 -2.383 -1.497
C -0.468 -2.667 -1.617
C -1.385 -1.665 -1.885
C -0.929 -0.367 -2.021
C 0.410 -0.066 -1.865
H 0.709 0.969 -1.945
H -1.625 0.430 -2.239
H -2.435 -1.890 -1.990
H -0.800 -3.690 -1.514
H 1.566 -3.194 -1.328
C 3.594 -1.664 -0.750
C 4.539 -0.810 0.125
H 5.411 -0.494 -0.456
H 4.900 -1.411 0.962
H 3.006 -2.319 -0.108
H 4.196 -2.285 -1.431
H 2.649 1.061 -2.438
H 4.245 0.357 -2.209
H 2.461 1.693 -0.131
C 2.782 1.589 2.468
C 1.331 1.851 2.130
O 0.726 2.875 2.286
H 2.876 1.557 3.554
H 3.418 2.394 2.102
H 3.658 -0.419 2.506
H -0.725 2.501 0.451
C -3.301 2.522 -0.402
O -4.474 2.478 -0.679
O -2.520 3.574 -0.678
C -3.162 4.672 -1.308
H -2.403 5.440 -1.429
H -3.983 5.038 -0.688
H -3.564 4.372 -2.278
H -4.254 0.122 0.181